54
Properties=species:S:1:pos:R:3:lowdin_charge:R:1 method="wB97M-V/def2-TZVPD" smiles="CCCS(=O)(=O)c1nc(S(=O)(=O)c2ccc(C)cc2)c(NCCCn2ccnc2)s1" multiplicity=1 e_tot_ha=-2452.9235 e_lumo_ev=0.35 orbital_gap_ha=0.3301
C -1.37 5.46 -0.43 -0.101
H -0.94 5.56 0.57 0.079
H -2.09 4.65 -0.41 0.056
H -1.87 6.38 -0.69 0.073
C -0.27 5.14 -1.44 -0.271
C 0.44 3.85 -1.10 -0.265
H 0.62 3.73 -0.03 0.057
H 1.37 3.73 -1.67 0.093
S -0.59 2.45 -1.64 0.642
O -0.58 2.40 -3.08 -0.305
O -1.86 2.43 -0.99 -0.306
C 0.31 1.01 -1.05 -0.626
N -0.27 -0.10 -0.75 0.063
C 0.58 -1.01 -0.26 -0.365
C 1.89 -0.61 -0.15 -0.518
N 2.94 -1.37 0.26 -0.013
H 2.66 -2.35 0.37 0.109
C 3.81 -0.89 1.32 -0.174
H 4.74 -1.45 1.24 0.119
H 4.01 0.16 1.12 0.104
C 3.18 -1.08 2.72 -0.133
H 2.26 -1.65 2.62 0.099
H 3.86 -1.66 3.35 0.113
C 2.88 0.23 3.45 -0.138
N 1.90 1.04 2.77 -0.082
C 2.08 2.28 2.27 -0.199
N 0.99 2.77 1.75 0.032
C 0.04 1.80 1.91 -0.146
C 0.59 0.72 2.55 -0.055
H 0.17 -0.22 2.83 0.105
H -0.96 1.94 1.56 0.103
H 3.02 2.80 2.31 0.127
H 3.79 0.82 3.55 0.128
H 2.51 -0.01 4.45 0.131
S 2.04 1.01 -0.77 1.135
S 0.03 -2.54 0.47 0.752
O -0.07 -2.30 1.89 -0.310
O 0.98 -3.56 0.09 -0.310
C -1.57 -2.85 -0.25 -0.290
C -1.76 -3.94 -1.07 -0.043
C -2.99 -4.13 -1.66 -0.026
C -4.03 -3.23 -1.44 -0.262
C -3.81 -2.13 -0.61 -0.017
C -2.58 -1.94 -0.01 -0.052
H -2.40 -1.09 0.63 0.115
H -4.61 -1.42 -0.45 0.121
C -5.36 -3.41 -2.10 -0.045
H -5.40 -4.35 -2.65 0.075
H -5.55 -2.59 -2.79 0.088
H -6.15 -3.41 -1.35 0.085
H -3.15 -4.98 -2.31 0.114
H -0.93 -4.62 -1.23 0.113
H -0.70 5.05 -2.44 0.107
H 0.46 5.96 -1.46 0.113



56
Properties=species:S:1:pos:R:3:lowdin_charge:R:1 method="wB97M-V/def2-TZVPD" charge=+1 multiplicity=1 e_tot_ha=-2746.7887 e_lumo_ev="-4.58 / -4.74" e_above_lowest_kj_mol=103.95 orbital_gap_ha="0.2086 / 0.2022"
Ru -0.52 -1.14 -0.69 0.905
O 1.43 2.73 5.97 0.109
N 0.58 2.83 5.12 -0.338
O -0.30 3.66 5.12 0.100
C 0.65 1.89 4.01 -0.053
C 1.79 1.13 3.94 0.087
C 1.96 0.13 2.96 -0.112
C 3.05 -0.76 2.96 0.039
C 3.06 -1.80 2.07 -0.006
C 2.02 -1.90 1.14 -0.129
N 1.04 -1.02 1.05 0.000
C 0.97 -0.03 1.97 -0.141
C -0.20 0.81 1.98 -0.132
N -1.10 0.63 1.00 0.066
C -2.26 1.27 1.07 -0.115
C -2.59 2.13 2.12 0.008
C -1.65 2.38 3.10 0.043
C -0.40 1.73 3.05 -0.041
H 2.56 1.28 4.69 0.139
H 3.84 -0.62 3.68 0.134
H 3.85 -2.53 2.08 0.122
H 1.98 -2.73 0.45 0.123
H -2.97 1.09 0.28 0.096
H -3.55 2.60 2.17 0.124
H -1.88 3.06 3.90 0.115
S -4.19 -4.35 -1.24 -0.176
Sb -2.05 -4.74 -0.56 0.455
S -1.55 -2.76 1.31 0.557
S -0.99 -3.04 -2.01 0.035
C 1.80 -2.02 -2.98 -0.154
N 1.51 -0.82 -2.19 -0.315
C 2.75 -0.42 -1.54 -0.100
C 1.10 0.26 -3.11 -0.196
C -0.39 0.24 -3.43 -0.212
N -1.23 0.60 -2.27 -0.311
C -0.93 1.99 -1.86 -0.082
C -2.62 0.49 -2.69 -0.089
H 2.67 -1.85 -3.64 0.102
H 0.95 -2.30 -3.60 0.031
H 2.02 -2.86 -2.32 0.074
H 3.49 -0.08 -2.28 0.104
H 3.18 -1.27 -1.01 0.073
H 2.58 0.39 -0.83 0.087
H 1.66 0.18 -4.05 0.138
H 1.36 1.22 -2.66 0.110
H -0.68 -0.76 -3.76 0.092
H -0.58 0.95 -4.25 0.135
H -0.81 2.63 -2.74 0.109
H -0.02 2.02 -1.26 0.080
H -1.74 2.38 -1.26 0.076
H -2.82 1.09 -3.59 0.107
H -3.28 0.86 -1.90 0.072
H -2.86 -0.55 -2.91 0.082
N -3.50 -1.56 -0.02 0.041
C -2.31 -1.75 0.20 -1.115
H -3.89 -0.99 -0.75 0.046



54
Properties=species:S:1:pos:R:3:lowdin_charge:R:1 method="wB97M-V/def2-TZVPD" charge=+1 multiplicity=1 e_tot_ha=-1422.5358 e_lumo_ev=-3.15 e_above_lowest_kj_mol=0.00 orbital_gap_ha=0.2958
O -5.10 -0.66 -2.97 0.052
O -1.41 -0.50 0.20 0.026
N 2.76 0.80 1.40 0.185
N 3.74 2.87 -0.35 0.127
O 4.40 -0.13 -2.39 0.041
O -4.29 2.31 -1.86 -0.061
C -4.61 -1.40 -2.13 -0.551
C -1.71 0.39 -0.59 -0.449
C 3.06 0.60 0.13 -0.219
C 0.27 -2.09 4.58 -0.329
C 4.34 3.80 -1.11 -0.120
C 3.75 1.57 -0.74 -0.142
C 4.98 3.47 -2.31 -0.040
C 5.00 2.14 -2.74 0.002
C 0.73 -2.73 2.22 -0.019
C 1.55 -0.60 3.07 0.068
C 1.28 -2.45 0.97 0.021
C 2.09 -0.33 1.81 -0.227
C 4.37 1.17 -1.95 -0.224
C 0.86 -1.81 3.29 -0.176
C 1.96 -1.25 0.78 -0.189
N -1.00 -2.57 4.68 0.210
N 2.60 -0.65 -0.27 0.182
N -0.85 1.41 -0.77 0.043
N -3.66 -1.00 -1.29 0.098
N 0.91 -1.91 5.68 0.236
C -5.10 -2.83 -1.99 0.006
C -1.01 2.56 -1.65 -0.045
C -4.03 1.38 -0.83 -0.195
C -3.04 0.33 -1.36 -0.174
H 4.99 -0.22 -3.16 0.125
H -4.82 1.85 -2.53 0.090
H 4.32 4.83 -0.78 0.111
H 5.45 4.25 -2.89 0.112
H 5.49 1.88 -3.67 0.123
H 0.20 -3.67 2.36 0.119
H 1.66 0.15 3.85 0.129
H 1.18 -3.15 0.15 0.123
H -1.54 -2.54 3.81 0.138
H -1.50 -2.46 5.55 0.135
H 2.77 -1.04 -1.20 0.160
H -0.01 1.36 -0.21 0.133
H -3.28 -1.66 -0.63 0.134
H 1.90 -1.66 5.64 0.156
H 0.54 -2.23 6.57 0.153
H -5.88 -3.01 -2.72 0.088
H -4.28 -3.52 -2.16 0.082
H -5.50 -2.98 -0.99 0.082
H -1.34 2.25 -2.65 0.090
H -1.75 3.25 -1.24 0.086
H -0.06 3.09 -1.75 0.087
H -4.96 0.91 -0.52 0.129
H -3.60 1.91 0.02 0.126
H -2.82 0.55 -2.41 0.150



57
Properties=species:S:1:pos:R:3:lowdin_spin:R:1 method="wB97M-V/def2-TZVPD" multiplicity=2 e_tot_ha=-2499.6819 e_lumo_ev="0.30 / 0.38" e_above_lowest_kj_mol=248.82 orbital_gap_ha="0.2921 / 0.3097"
Ti -0.15 -0.34 1.54 0.932
C -1.93 3.09 1.92 0.001
C -1.37 2.59 0.64 0.006
C -1.23 3.24 -0.59 0.002
C -0.58 2.34 -1.40 0.006
N -0.35 1.21 -0.71 0.003
N -0.85 1.37 0.56 -0.001
B 0.27 -0.11 -1.30 0.001
N 1.66 -0.43 -0.66 0.002
C 2.89 -0.58 -1.18 0.001
C 3.75 -0.95 -0.16 0.000
C 2.96 -1.01 0.98 0.003
C 3.36 -1.35 2.38 0.003
N 1.70 -0.71 0.68 0.004
N -0.70 -1.31 -0.98 0.001
C -0.93 -2.39 -1.74 0.001
C -1.95 -3.13 -1.19 0.001
C -2.30 -2.43 -0.02 0.003
C -3.32 -2.77 1.01 0.001
N -1.55 -1.35 0.11 0.009
N 0.34 0.06 -2.80 0.000
C -0.73 -0.01 -3.65 0.000
C -0.36 0.56 -4.84 0.000
C 0.98 0.96 -4.64 0.000
C 1.90 1.63 -5.61 0.000
N 1.39 0.66 -3.42 0.000
H -2.62 3.92 1.75 0.000
H -2.47 2.31 2.45 0.000
H -1.13 3.43 2.58 0.000
H -1.55 4.24 -0.84 0.000
H -0.25 2.42 -2.43 0.000
H 3.06 -0.38 -2.22 0.000
H 4.81 -1.13 -0.24 0.000
H 4.41 -1.13 2.53 0.000
H 2.78 -0.76 3.10 0.001
H 3.18 -2.41 2.58 0.000
H -0.36 -2.55 -2.64 0.000
H -2.38 -4.04 -1.56 0.000
H -4.30 -2.92 0.57 0.000
H -3.04 -3.69 1.54 0.000
H -3.39 -1.97 1.75 0.000
H -1.67 -0.42 -3.33 0.000
H -0.95 0.67 -5.72 0.000
H 1.64 1.37 -6.63 0.000
H 1.83 2.72 -5.52 0.000
H 2.93 1.35 -5.42 0.000
C -0.71 1.13 4.89 0.000
O 0.36 1.73 4.17 -0.005
C 0.66 1.14 2.94 0.002
O 1.57 1.67 2.34 0.021
H -1.21 1.91 5.47 0.000
H -0.34 0.36 5.58 0.000
H -1.44 0.67 4.22 0.000
I 0.11 -3.47 2.37 -0.002
C -0.66 -1.62 3.20 -0.002
H -1.69 -1.88 3.46 0.001
H -0.10 -1.52 4.13 0.004